# C22H46N3OP2PbSe

C22H46N3OP2PbSe as an isolated structure in a non-equilibrium geometry (ωB97M-V with the def2-TZVPD basis set, OMol25).

Structure (ORCA input):
```
! RIJCOSX wB97M-V def2-TZVPD def2/J DEFGRID3
* xyz 1 1
Pb -0.585 -0.175 -0.808
Se 1.196 -0.273 1.520
P 0.067 2.503 -0.983
P 0.094 -2.837 -1.275
O -4.423 -0.237 0.813
N -0.387 0.374 3.913
N 1.618 -0.138 -1.731
N 1.674 1.077 4.010
C -2.486 -3.717 -1.858
C -2.502 3.456 -1.491
C 2.443 1.049 -1.626
C 0.604 4.820 0.585
C -0.202 0.924 5.166
C 0.311 -3.882 0.255
C -1.614 -0.304 3.521
C 0.243 3.336 0.674
C 2.452 -1.319 -1.786
C 1.079 1.360 5.229
C -0.856 -3.677 1.231
C 0.571 -5.364 -0.036
C -3.345 -0.214 0.430
C -1.092 3.415 -2.098
C 1.741 -2.672 -2.060
C -0.599 -4.887 -3.126
C 0.777 0.448 3.182
C -0.985 3.092 1.557
C -0.599 4.788 -2.553
C -1.088 -3.591 -2.481
C 3.081 1.291 3.720
C 1.727 2.423 -1.745
H -1.019 -2.612 1.452
H -1.324 2.049 1.514
H 1.616 -2.811 -3.150
H 3.052 -1.416 -0.850
H -2.535 -4.546 -1.140
H 0.875 5.183 1.587
H -1.789 -4.108 0.844
H -1.330 -5.212 -3.878
H -0.720 3.304 2.602
H 1.620 2.689 -2.813
H 0.829 -5.870 0.905
H -2.473 0.370 3.640
H -0.209 -0.081 -3.812
H -1.552 -0.625 2.474
H 1.097 2.791 1.122
H -2.579 4.219 -0.706
H -2.802 -2.794 -1.351
H 1.223 -3.453 0.715
H -0.503 -5.699 -2.397
H 1.619 1.802 6.045
H 2.381 -3.488 -1.686
H -1.327 5.212 -3.258
H -0.618 -4.175 2.182
H -1.774 -1.184 4.166
H -3.221 -3.917 -2.649
H -1.822 3.745 1.278
H 3.024 1.028 -0.672
H 3.316 2.365 3.673
H -0.509 5.493 -1.719
H 0.364 4.734 -3.073
H 1.464 5.008 -0.072
H -1.120 2.760 -2.990
H 3.322 0.823 2.760
H 0.362 -4.759 -3.637
H -0.323 -5.866 -0.430
H -1.136 -2.821 -3.275
H -0.967 -0.095 -3.803
H 1.408 -5.516 -0.729
H 3.200 1.015 -2.444
H 2.359 3.190 -1.269
H 3.192 -1.180 -2.607
H -2.807 2.488 -1.072
H -3.227 3.710 -2.276
H 3.694 0.835 4.513
H -0.248 5.426 0.250
H -0.999 0.916 5.889
*
```

Output
HOMO level ... -9.2 eV
HOMO-LUMO gap ... 6.74 eV
LUMO ... -2.4944 eV


# C22H47AsFeNO4P2Si3

C22H47AsFeNO4P2Si3 as an isolated structure in a non-equilibrium geometry (ωB97M-V with the def2-TZVPD basis set, OMol25).

Structure (ORCA input):
```
! RIJCOSX wB97M-V def2-TZVPD def2/J DEFGRID3
* xyz 2 6
As -0.493 -0.816 1.133
Fe 0.242 0.349 -0.939
P 0.057 -0.965 -3.110
P 2.121 1.491 -2.355
Si -1.453 0.417 3.013
Si 1.118 -2.448 1.913
Si -2.478 -2.109 0.397
O 2.253 0.745 0.549
O -1.962 3.522 -2.336
O 3.100 2.025 2.175
O -1.243 1.509 -1.628
N 0.446 2.535 -0.061
C 2.501 -1.625 2.892
C 0.949 0.039 -4.378
C 1.270 2.859 0.930
C 2.326 0.465 -3.872
C -1.698 -3.372 -0.766
C -3.407 -3.019 1.753
C 1.163 4.068 1.598
C -2.376 1.823 2.144
C 0.195 4.970 1.161
C -2.595 -0.670 4.039
C -0.462 3.389 -0.489
C 3.864 1.784 -1.892
C -0.615 4.646 0.082
C 1.638 3.096 -3.091
C -1.651 -0.889 -3.761
C -0.096 1.059 4.152
C -1.329 2.807 -1.605
C 0.237 -3.722 2.977
C 1.804 -3.198 0.314
C 2.247 1.775 1.209
C 0.623 -2.645 -3.598
C -3.479 -0.774 -0.466
H -1.110 -4.110 -0.219
H -2.466 -3.914 -1.324
H -4.021 -3.791 1.283
H -0.553 1.708 4.902
H -3.981 -0.138 0.265
H 1.653 3.878 -2.332
H 4.417 2.085 -2.781
H 4.298 0.869 -1.490
H -2.746 -3.513 2.465
H -2.843 -0.134 -1.080
H 1.027 -0.563 -5.284
H 0.667 1.645 3.643
H 0.394 0.245 4.689
H 2.854 -3.469 0.445
H 2.126 -0.913 3.630
H -2.653 -0.251 5.046
H -2.138 2.785 2.603
H -1.367 5.318 -0.311
H -2.125 1.883 1.085
H -3.456 1.690 2.221
H -2.238 -1.697 4.133
H 0.964 -4.472 3.298
H -2.100 0.065 -3.484
H 3.067 -2.389 3.430
H 0.065 -2.951 -4.482
H -0.193 -3.280 3.878
H 2.344 3.354 -3.880
H 2.942 -0.404 -3.621
H 3.938 2.570 -1.141
H 1.686 -2.614 -3.835
H 1.271 -4.108 0.037
H -3.608 -0.696 3.639
H -2.255 -1.699 -3.353
H 1.818 4.295 2.428
H 3.193 -1.117 2.219
H 1.741 -2.493 -0.520
H -4.079 -2.363 2.306
H -4.252 -1.199 -1.109
H 3.729 1.297 2.295
H 0.342 0.920 -4.599
H 0.473 -3.384 -2.813
H 2.860 1.051 -4.622
H -1.045 -2.879 -1.484
H -0.555 -4.242 2.436
H 0.086 5.925 1.658
H -1.617 -0.973 -4.847
H 0.632 3.051 -3.510
*
```

Output
ΔE to the lowest compared entry with this formula, charge and spin ... 0.0000 eV
HOMO level (spin up / spin down) ... -14.2 / -14.7 eV
HOMO-LUMO gap (spin up / spin down) ... 8.19 / 7.41 eV
⟨S²⟩ ... 8.7642
LUMO (spin up / spin down) ... -6.0344 / -7.3146 eV


# C22H47Br9O29S8

C22H47Br9O29S8 as an isolated structure in a non-equilibrium geometry (ωB97M-V with the def2-TZVPD basis set, OMol25).

Structure (ORCA input):
```
! RIJCOSX wB97M-V def2-TZVPD def2/J DEFGRID3
* xyz 0 1
Br 7.288 20.081 -12.695
Br 7.744 14.446 -1.426
Br 7.281 16.819 -3.797
Br 10.321 26.323 -8.632
Br 11.992 28.458 -6.788
Br 6.413 22.550 -10.762
Br 5.837 16.921 -0.856
Br 13.602 26.010 -7.975
Br 9.121 20.711 -10.117
S 13.635 21.480 -13.021
S 13.999 25.383 -2.275
S 14.209 17.364 1.989
S 14.305 11.232 -3.850
S 12.987 18.965 -4.898
S 12.864 12.376 -10.782
S 19.200 19.693 -5.769
S 17.881 16.452 -10.640
O 14.168 17.958 3.337
O 19.481 16.100 -11.160
O 14.476 15.922 1.798
O 12.905 20.226 -12.877
O 14.826 12.727 -3.355
O 12.231 20.314 -5.457
O 12.965 26.117 -3.052
O 17.416 15.234 -9.944
O 13.153 18.479 -6.489
O 20.335 19.853 -6.968
O 13.100 11.417 -9.697
O 12.071 18.107 -4.133
O 18.476 18.428 -6.015
O 15.068 26.473 -1.530
O 15.393 18.087 1.035
O 12.912 10.938 -3.461
O 20.419 19.568 -4.668
O 14.267 21.992 -11.602
O 12.069 13.688 -10.240
O 15.196 21.348 -13.607
O 17.868 17.755 -9.998
O 14.304 11.691 -5.406
O 18.479 20.992 -5.562
O 13.561 24.344 -1.371
O 14.278 19.276 -4.284
O 13.946 12.816 -11.660
O 15.341 10.255 -3.620
O 12.995 22.610 -13.698
O 15.234 24.859 -3.277
C 14.384 13.066 -5.641
C 12.986 20.911 -6.466
C 11.551 11.787 -11.829
C 17.097 16.736 -12.257
C 21.699 15.348 -10.795
C 7.390 16.334 -1.896
C 10.543 15.480 -10.610
C 13.483 19.642 -7.294
C 16.416 26.333 -2.027
C 15.462 22.796 -11.829
C 15.292 19.539 0.914
C 16.269 25.806 -3.397
C 20.428 15.767 -10.131
C 21.593 20.306 -6.574
C 12.675 17.887 1.111
C 15.921 22.507 -13.292
C 11.839 26.602 -7.388
C 21.735 19.650 -5.210
C 11.918 14.917 -10.940
C 7.927 21.557 -11.497
C 14.370 13.774 -4.324
C 16.695 19.970 0.372
H 21.590 21.393 -6.488
H 16.592 20.900 -0.188
H 14.966 19.973 1.859
H 13.802 21.462 -5.999
H 14.564 19.743 -7.395
H 20.029 15.003 -9.464
H 16.947 27.280 -1.927
H 12.555 21.655 -7.136
H 13.143 19.622 -8.329
H 16.965 22.200 -13.354
H 10.570 15.844 -9.583
H 15.695 23.191 -14.110
H 16.185 22.608 -11.035
H 11.771 17.613 1.656
H 17.453 20.121 1.141
H 10.366 16.262 -11.348
H 9.843 14.644 -10.614
H 12.734 17.545 0.078
H 11.224 12.561 -12.524
H 16.950 15.791 -12.779
H 14.543 19.801 0.166
H 11.562 26.008 -6.517
H 20.618 16.583 -9.433
H 22.537 15.341 -10.098
H 22.407 20.174 -4.529
H 12.733 15.627 -10.805
H 22.287 19.991 -7.353
H 21.969 15.960 -11.656
H 13.452 14.202 -3.921
H 12.021 10.983 -12.395
H 13.532 13.416 -6.223
H 15.012 14.652 -4.387
H 10.824 11.297 -11.180
H 11.938 14.603 -11.983
H 12.731 18.975 1.147
H 22.143 18.652 -5.371
H 16.203 17.346 -12.123
H 21.416 14.368 -11.179
H 17.166 19.298 -0.345
H 15.316 23.869 -11.705
H 15.335 13.189 -6.160
H 16.874 25.598 -1.366
H 17.655 17.436 -12.878
H 15.951 26.665 -3.988
H 8.564 22.289 -11.994
H 8.226 16.840 -1.413
H 17.161 25.280 -3.738
*
```

Output
ΔE to the lowest compared entry with this formula, charge and spin ... 0.0000 eV
HOMO level ... -10.1 eV
HOMO-LUMO gap ... 9.49 eV
LUMO ... -0.6500 eV


# C22H47Cl4N5O8

A 8-piece molecular cluster, C22H47Cl4N5O8 overall in a non-equilibrium geometry (ωB97M-V with the def2-TZVPD basis set, OMol25).

Structure (ORCA input):
```
! RIJCOSX wB97M-V def2-TZVPD def2/J DEFGRID3
* xyz 0 1
Cl -7.855 -3.332 0.409
Cl -5.029 -0.548 2.100
Cl 1.868 0.645 -3.741
Cl 3.233 -2.576 -4.207
O -0.813 4.333 -1.493
O 0.198 -2.262 0.287
O 2.434 5.335 0.157
O -0.897 2.352 -0.575
O -3.581 -5.902 -2.723
O 0.383 2.369 3.286
O -2.105 2.723 -2.399
O 4.519 1.002 0.174
N -0.759 0.651 4.227
N -3.559 -3.667 -2.446
N 2.629 3.174 -0.368
N -0.798 -0.267 -0.060
N 5.127 -1.049 0.908
C -5.985 -1.414 0.892
C -1.305 3.102 -1.592
C 5.068 -0.077 -0.035
C 3.894 4.100 1.556
C -4.164 -4.878 -2.387
C -2.146 -0.721 0.058
C 0.280 -1.057 0.108
C 1.025 -0.877 -4.031
C -2.071 1.086 3.681
C 5.663 -0.383 -1.370
C 1.636 0.824 4.649
C 4.513 -0.922 2.209
C 1.958 3.186 -1.628
C 0.025 3.046 0.301
C -2.124 -3.438 -2.538
C -6.808 -2.479 1.555
C 1.552 -0.257 0.102
C 1.719 -2.060 -3.416
C -5.686 -4.812 -2.404
C 0.352 1.366 3.973
C 0.151 4.448 -0.461
C 2.961 4.241 0.385
H 0.976 2.523 0.271
H -0.166 5.221 0.230
H 0.917 -0.926 -5.114
H 2.685 2.911 -2.401
H -2.902 -0.082 -0.396
H 3.877 -1.796 2.376
H -6.211 -4.576 -3.328
H 1.829 -1.920 -2.341
H -4.128 -2.875 -2.689
H 4.644 3.331 1.366
H 3.419 3.807 2.497
H 2.423 -0.901 0.213
H -7.496 -1.974 2.236
H 0.004 -0.735 -3.677
H 1.645 0.999 5.724
H 1.116 -2.963 -3.520
H -2.807 1.132 4.485
H 6.605 -0.908 -1.178
H -0.723 0.721 -0.250
H 4.319 5.065 1.824
H -1.577 -4.245 -3.022
H 1.657 4.185 -1.939
H 5.244 -1.026 3.018
H -2.272 0.553 2.759
H 1.603 -0.260 4.496
H -2.023 -2.533 -3.136
H -6.104 -5.767 -2.085
H 5.949 0.485 -1.956
H 3.106 2.303 -0.156
H 1.128 2.481 -1.675
H -6.312 -3.235 2.157
H -6.056 -4.108 -1.651
H -0.855 -0.167 4.799
H -2.021 2.166 3.529
H -2.445 -1.004 1.069
H 5.790 -1.799 0.826
H 1.197 4.436 -0.761
H 1.764 0.206 -0.863
H -0.481 3.124 1.254
H 4.002 0.020 2.375
H -1.708 -3.325 -1.535
H -5.292 -1.828 0.153
H -2.313 -1.650 -0.500
H 4.944 -0.976 -1.937
H 2.587 1.137 4.229
H 1.508 0.529 0.855
H -6.546 -0.759 0.224
*
```

Output
ΔE to the lowest compared entry with this formula, charge and spin ... 2.7446 eV
HOMO level ... -9.2 eV
HOMO-LUMO gap ... 9.59 eV
SMILES string ... O=C1OCCO1.CNC(C)=O.CNC(C)=O.CNC(C)=O.CNC(C)=O.CNC(C)=O.ClCCCl.ClCCCl
LUMO ... 0.3789 eV


no.,total energy (eV)
1,-119243.164
2,-170685.141
3,-800004.842
4,-97496.194